Here is a molecular structure, C31H35F9N4OP2Sn from OMol25. Energies are from wB97M-V/def2-TZVPD.

Geometry as XYZ:
```
83
Properties=species:S:1:pos:R:3:forces:R:3:lowdin_charge:R:1
Sn -0.1238 -1.7915 2.1999 0.44 -0.04 1.50 1.20
C -0.9234 3.3905 3.7824 -0.61 0.26 -0.37 -0.12
C -1.5773 3.5502 2.6268 -0.40 0.06 0.39 -0.12
C -0.9485 3.5355 1.2720 0.27 -0.11 -0.51 -0.19
C 0.0435 2.3453 1.0778 -0.51 0.29 -0.57 -0.19
C 1.4927 2.7723 0.9497 0.03 -1.26 0.87 -0.10
C 2.0947 3.5103 1.8892 0.17 0.28 -1.08 -0.12
C 1.4045 4.3683 2.9079 -0.22 -0.42 1.26 -0.18
C 0.5443 3.6045 3.9791 0.63 -0.09 0.37 -0.18
C 1.7004 -2.8643 2.8255 -0.54 -0.01 -0.54 -0.34
H -1.4732 3.1216 4.6991 0.13 0.54 -0.43 0.11
H -2.6602 3.6730 2.5800 0.10 -0.53 0.47 0.10
H -0.4018 4.4606 1.0618 -0.22 -0.08 -0.17 0.10
H -1.7499 3.4610 0.5158 0.32 0.08 0.34 0.09
H -0.0953 1.6069 1.8934 0.23 0.47 -0.14 0.09
H -0.2676 1.8008 0.1771 0.33 0.19 0.08 0.06
H 2.0457 2.2054 0.1869 0.16 0.45 0.41 0.09
H 3.1824 3.6155 1.9008 -0.24 -0.05 -0.38 0.10
H 0.7681 5.1443 2.4450 0.54 -0.21 0.27 0.11
H 2.2218 4.8482 3.4888 -0.69 0.02 -0.39 0.11
H 1.0046 2.6449 4.2592 0.17 0.26 -0.19 0.10
H 0.6168 4.2142 4.8945 -0.05 -0.19 -0.16 0.11
H 1.5966 -3.3879 3.7816 0.09 0.27 -0.46 -0.02
H 2.4516 -2.0712 2.9175 0.12 -0.23 -0.05 -0.01
H 1.9619 -3.5753 2.0281 0.23 0.24 0.23 -0.02
P 1.3327 -1.4055 -2.0321 2.79 0.03 -3.62 1.12
P -2.2478 -1.1593 -2.2147 -1.81 1.89 -3.05 1.11
N 2.6130 -0.2072 -2.3584 0.43 0.49 1.06 -0.28
N 2.2029 -2.6286 -3.1125 -0.41 -0.66 0.58 -0.24
N -2.3266 0.5699 -2.6820 0.67 0.57 0.85 -0.27
N -3.7952 -1.5003 -3.0967 -0.09 -1.30 0.37 -0.26
C 0.2731 -0.7939 -3.4190 -0.70 0.11 0.17 -0.43
C -1.0456 -1.5755 -3.5700 0.11 -0.37 0.29 -0.40
C 3.6993 -0.0594 -1.4853 0.18 0.70 -0.78 -0.16
C 4.6530 0.7663 -2.0752 -0.92 -0.74 0.20 -0.09
C 4.1543 1.1311 -3.3633 -1.11 -0.85 0.40 -0.08
C 2.9124 0.5220 -3.5073 0.66 0.32 0.38 -0.16
C 2.4270 -3.9466 -2.7234 0.05 -0.19 -1.11 -0.17
C 2.8669 -4.6887 -3.8194 -0.35 0.97 0.52 -0.10
C 2.9444 -3.7874 -4.9329 -0.43 0.91 1.26 -0.08
C 2.5608 -2.5314 -4.4600 -0.19 -1.02 0.00 -0.15
C -1.9926 1.4946 -1.6859 0.11 0.37 -0.80 -0.18
C -1.6326 2.6996 -2.2700 -0.45 -1.01 -0.11 -0.08
C -1.7890 2.5431 -3.6901 -0.14 -1.34 0.76 -0.07
C -2.1748 1.2260 -3.9139 0.12 0.54 0.37 -0.17
C -4.5427 -0.8149 -4.0576 -0.40 -0.34 0.01 -0.14
C -5.6592 -1.5667 -4.4021 1.02 0.19 0.60 -0.09
C -5.5989 -2.7742 -3.6425 0.54 0.04 0.16 -0.11
C -4.4481 -2.7224 -2.8794 -0.32 0.65 -0.26 -0.17
H 0.7876 -0.8326 -4.3881 -0.01 -0.14 0.59 0.06
H 0.0948 0.2693 -3.2191 -0.18 -0.08 0.02 0.06
H -1.4832 -1.3834 -4.5645 0.02 -0.14 0.53 0.09
H -0.8600 -2.6562 -3.4715 0.03 0.12 -0.30 0.07
H 3.6835 -0.5459 -0.5207 0.06 0.04 -0.07 0.09
H 5.5993 1.0593 -1.6436 -0.14 -0.06 0.01 0.09
H 4.6378 1.7427 -4.1069 -0.03 0.04 0.04 0.09
H 2.2223 0.5699 -4.3318 0.11 0.10 0.06 0.09
H 2.2512 -4.2368 -1.7007 -0.03 -0.09 0.00 0.09
H 3.0991 -5.7429 -3.8306 0.01 0.10 0.10 0.09
H 3.2335 -4.0171 -5.9486 0.06 0.07 0.15 0.09
H 2.5082 -1.5990 -4.9982 0.07 -0.13 0.08 0.09
H -2.1000 1.1952 -0.6490 0.16 0.14 -0.19 0.09
H -1.2894 3.5750 -1.7486 -0.11 0.11 0.03 0.09
H -1.6483 3.3053 -4.4378 0.02 -0.07 -0.06 0.09
H -2.4074 0.7426 -4.8579 0.23 0.07 0.35 0.10
H -4.2594 0.1625 -4.4149 -0.13 -0.20 0.21 0.08
H -6.4291 -1.2759 -5.1078 0.21 -0.01 0.17 0.09
H -6.3249 -3.5809 -3.6601 0.26 0.16 0.04 0.09
H -4.0311 -3.4254 -2.1725 -0.14 0.00 -0.02 0.09
F 1.9782 -1.3403 5.6953 -0.67 0.43 0.32 0.15
C 0.9387 -0.5556 6.0747 0.93 0.57 0.07 -0.50
F 0.9970 -0.4082 7.4265 -0.08 -0.27 -1.17 0.15
F 1.1492 0.6683 5.5231 -0.09 -0.91 0.37 0.14
C -0.4057 -1.1383 5.5627 -0.04 -0.54 -0.38 -0.25
O -0.4518 -1.1158 4.1728 -0.35 0.31 1.24 -0.41
C -0.5551 -2.6268 6.0676 -0.03 -0.52 0.09 -0.48
F -0.1979 -2.8211 7.3686 -0.37 0.18 -1.35 0.15
F -1.8395 -3.0418 5.9039 1.04 0.17 0.08 0.15
F 0.2217 -3.4391 5.3040 -0.71 0.38 0.86 0.11
C -1.5773 -0.3092 6.2737 -0.65 0.32 -0.14 -0.46
F -2.1015 -0.9668 7.3561 0.61 0.86 -1.04 0.14
F -1.1672 0.9143 6.7188 -0.50 -1.10 -0.51 0.14
F -2.5682 -0.1187 5.3786 0.59 -0.06 0.81 0.15
```
Positions in Å, forces in eV/Å.

Properties
E (Eh): -3292.235783
Strongest force on any atom (eV/A): 4.57
Frontier orbital gap (eV): 7.02
Net charge: 0



Here is a gas-phase ion, C31H35N2O11 (charge -1) from OMol25. Energies are from wB97M-V/def2-TZVPD.

Geometry as XYZ:
```
79
Properties=species:S:1:pos:R:3:forces:R:3:nbo_charge:R:1
C 0.7737 1.7066 -7.3330 0.05 0.06 -0.13 -0.26
O 0.4716 1.0599 -6.1161 0.04 -0.19 0.18 -0.55
C 0.9779 1.6935 -4.9670 0.28 0.08 0.35 0.06
C 2.5078 1.5407 -4.8115 -0.27 0.85 -0.27 0.04
O 2.9168 0.1799 -4.8674 0.07 -0.13 0.12 -0.53
C 3.4693 -0.2496 -6.0219 0.04 -0.19 0.10 0.90
N 3.7346 -1.5730 -5.9419 -0.01 -0.25 0.15 -0.83
O 3.7186 0.4387 -6.9783 0.07 0.26 -0.27 -0.66
C 2.9470 2.1295 -3.4683 0.12 -0.65 0.31 0.06
O 2.7584 3.5180 -3.4952 -0.11 0.29 -0.04 -0.72
C 2.1197 1.4978 -2.3381 0.29 -0.29 -0.56 0.36
O 2.4769 2.1494 -1.1641 -0.12 -0.13 0.39 -0.54
C 2.0041 1.5104 -0.0022 -0.07 -0.13 0.17 0.28
C 0.7514 1.8522 0.4970 0.09 0.16 -0.17 -0.28
C 0.2894 1.2385 1.6384 0.13 -0.13 0.05 -0.16
C 1.0530 0.2725 2.2909 0.20 -0.02 -0.15 -0.19
C 0.5474 -0.3882 3.5152 0.40 -0.04 0.29 0.47
O -0.5169 -0.0263 4.0437 0.11 0.09 -0.05 -0.70
C 1.3826 -1.4304 3.9799 -0.36 0.22 -0.03 -0.22
N 1.0158 -2.2006 5.1129 0.68 0.23 -0.03 -0.58
C -0.1774 -2.7539 5.3913 -0.09 -0.11 0.08 0.67
O -0.3955 -3.3085 6.4629 -0.16 0.02 0.10 -0.65
C -1.2034 -2.6930 4.3089 -0.21 -0.32 -0.09 -0.14
C -0.8900 -3.0753 3.0113 -0.06 -0.03 0.16 -0.17
C -1.8612 -3.0336 2.0299 -0.10 0.02 -0.13 -0.30
C -3.1496 -2.6147 2.3308 0.26 -0.07 0.15 0.30
O -4.1150 -2.5579 1.3494 -0.05 0.02 0.00 -0.69
C -3.4865 -2.2516 3.6349 -0.12 -0.18 -0.29 -0.09
C -4.8891 -1.8054 3.9656 0.05 0.06 -0.11 -0.47
C -4.9185 -0.6390 4.9135 -0.21 -0.04 0.06 -0.21
C -4.3258 0.5287 4.6930 -0.15 0.18 0.11 0.04
C -4.3531 1.6296 5.7115 -0.05 -0.18 0.01 -0.63
C -3.5374 0.8322 3.4596 -0.02 -0.11 0.04 -0.68
C -2.5026 -2.3095 4.6080 0.23 -0.16 -0.19 -0.08
C 2.6632 -1.7133 3.4636 0.27 -0.50 0.18 0.72
O 3.4563 -2.5388 3.9024 -0.22 0.35 -0.20 -0.67
O 3.1013 -0.9856 2.3533 0.18 -0.07 0.00 -0.50
C 2.3063 -0.0643 1.7762 -0.67 0.50 -0.19 0.40
C 2.7997 0.5581 0.6182 0.16 0.03 -0.09 -0.13
C 4.1558 0.1813 0.0999 -0.08 0.06 0.02 -0.64
O 0.7460 1.7093 -2.5510 0.11 0.17 0.14 -0.55
C 0.1979 1.1579 -3.7398 -0.45 -0.10 -0.55 0.27
C -1.2363 1.6902 -3.7947 0.44 -0.12 0.05 -0.62
C 0.1700 -0.3727 -3.7057 0.11 0.28 0.11 -0.66
H 0.5227 2.7726 -7.2817 -0.04 -0.01 -0.02 0.16
H 0.1558 1.2228 -8.0881 0.03 0.08 -0.06 0.19
H 1.8273 1.5951 -7.6054 -0.09 0.03 0.02 0.20
H 0.8038 2.7814 -5.0221 0.00 -0.16 0.04 0.20
H 3.0085 2.0879 -5.6201 -0.09 -0.10 0.19 0.23
H 4.1154 -2.0439 -6.7413 -0.03 0.10 0.03 0.41
H 3.4598 -2.0950 -5.1303 0.00 -0.01 -0.02 0.41
H 4.0101 1.8895 -3.2991 -0.19 -0.07 -0.03 0.17
H 2.5756 3.7850 -2.5825 0.03 0.04 -0.09 0.49
H 2.3431 0.4177 -2.2744 -0.06 0.21 0.07 0.16
H 0.1634 2.5865 -0.0305 -0.06 0.07 -0.05 0.22
H -0.6760 1.4778 2.0574 -0.09 0.01 0.06 0.23
H 1.7598 -2.3799 5.7774 -0.24 -0.07 -0.02 0.41
H 0.1083 -3.4055 2.7651 0.08 0.01 0.00 0.22
H -1.6184 -3.3199 1.0122 0.02 -0.04 -0.06 0.19
H -3.7020 -2.7856 0.5087 -0.03 0.04 0.12 0.48
H -5.4301 -2.6461 4.4102 -0.06 0.04 -0.09 0.21
H -5.3954 -1.5494 3.0302 -0.06 -0.07 0.09 0.23
H -5.4514 -0.7956 5.8431 -0.01 0.10 0.15 0.19
H -4.8167 2.5262 5.2973 0.01 0.09 -0.02 0.20
H -4.9000 1.3342 6.6046 -0.03 0.00 0.09 0.20
H -3.3311 1.8815 5.9921 0.10 0.12 0.07 0.22
H -2.4950 0.5530 3.6286 0.11 0.05 -0.09 0.29
H -3.9016 0.2711 2.6032 -0.01 -0.04 -0.17 0.21
H -3.5758 1.8968 3.2317 -0.01 0.10 -0.05 0.20
H -2.7392 -2.0217 5.6205 -0.02 0.06 0.12 0.22
H 4.8573 0.1188 0.9289 0.10 -0.04 -0.03 0.23
H 4.1214 -0.8010 -0.3724 0.09 -0.07 -0.03 0.22
H 4.5056 0.9145 -0.6231 0.05 -0.02 -0.02 0.21
H -1.2280 2.7738 -3.7145 0.00 0.14 -0.01 0.21
H -1.6981 1.3965 -4.7322 -0.09 -0.03 -0.08 0.22
H -1.8034 1.2869 -2.9612 -0.11 -0.06 0.09 0.22
H -0.3689 -0.7320 -4.5768 -0.03 -0.11 -0.06 0.23
H -0.3339 -0.6973 -2.7983 -0.08 -0.03 0.08 0.22
H 1.1725 -0.7863 -3.7235 0.00 -0.14 0.01 0.22
```
Positions in Å, forces in eV/Å.

Properties
E (Eh): -2139.599260
Strongest force on any atom (eV/A): 0.93
Frontier orbital gap (eV): 6.43
Net charge: -1



Here is 2 unconnected molecules or ions with the total composition C31H35N5O2 from OMol25. Energies are from wB97M-V/def2-TZVPD.

Geometry as XYZ:
```
73
Properties=species:S:1:pos:R:3:forces:R:3:lowdin_charge:R:1
O -5.4652 1.4975 -0.3422 -0.16 -1.11 0.52 -0.01
C -4.9571 2.1969 -1.2191 -0.63 0.40 1.04 -0.77
O -4.9581 3.4246 -1.3012 0.45 1.22 -0.59 -0.01
C -4.2076 1.4602 -2.3187 0.08 -0.77 -1.08 -0.16
C -4.5984 1.9555 -3.7250 -0.16 -0.09 -0.26 -0.05
C -3.3273 2.4749 -4.3267 0.11 -0.28 0.89 -0.14
C -2.2775 2.3529 -3.4088 -0.08 -0.02 -0.70 -0.11
C -1.0444 2.9316 -3.6910 0.00 -0.32 0.76 0.00
C -0.8547 3.5670 -4.8950 -0.14 0.12 -0.33 -0.08
C -1.8867 3.6521 -5.8127 0.03 0.01 -0.19 -0.07
C -3.1305 3.1184 -5.5275 -0.01 -0.04 0.17 -0.02
N -2.7527 1.7317 -2.2195 1.49 0.35 2.96 0.07
C -2.1174 1.7593 -0.9986 -2.15 0.98 -3.03 0.06
C -0.7489 1.9570 -0.8877 1.86 0.78 0.87 -0.09
C -0.1711 2.7269 0.1009 -1.64 -1.19 -1.32 0.02
C 1.1922 3.1323 0.1285 1.35 0.34 0.01 -0.22
C 1.5987 4.1575 1.0015 -0.57 -0.50 -0.35 -0.02
C 2.9066 4.5733 1.0348 0.29 0.16 0.07 -0.08
C 3.8466 3.9805 0.2100 0.04 0.15 0.09 -0.07
C 3.4665 2.9826 -0.6693 0.21 -0.07 -0.10 -0.07
C 2.1601 2.5627 -0.7180 -0.52 0.09 0.33 -0.02
H -4.3649 0.3807 -2.2041 0.16 0.26 -0.01 0.15
H -5.0382 1.1721 -4.3506 0.05 -0.02 0.20 0.13
H -5.3262 2.7692 -3.6392 0.13 -0.10 0.07 0.13
H -0.2595 2.9460 -2.9611 0.23 0.01 -0.03 0.08
H 0.0970 4.0217 -5.1115 0.16 0.06 -0.02 0.11
H -1.7265 4.1579 -6.7475 0.04 0.14 -0.23 0.10
H -3.9582 3.2326 -6.2037 -0.16 0.04 -0.25 0.12
H -2.7402 1.8665 -0.1258 -0.56 -0.58 0.12 0.15
H -0.1262 1.5718 -1.6760 0.07 -0.10 -0.06 0.10
H -0.8219 3.1500 0.8436 -0.25 0.08 0.37 0.13
H 0.8585 4.6339 1.6231 -0.12 0.05 0.19 0.12
H 3.1979 5.3677 1.7016 0.06 0.11 0.12 0.11
H 4.8729 4.3051 0.2498 0.18 0.05 -0.02 0.10
H 4.2002 2.5313 -1.3165 0.11 -0.09 -0.10 0.11
H 1.8757 1.7763 -1.3934 0.01 -0.21 -0.13 0.11
C 4.3098 -0.3462 3.8551 0.31 0.15 -0.15 -0.08
C 3.0476 -0.8979 4.4795 -0.72 -0.46 -0.39 -0.23
N 2.4770 -1.9975 3.6801 0.38 -0.26 -0.36 -0.09
C 2.5497 -3.3433 4.2754 -0.52 0.79 -0.19 -0.14
C 2.3776 -4.4508 3.2403 -0.38 0.31 -0.81 -0.13
N 1.2807 -4.1525 2.3084 -0.08 0.35 -0.12 -0.08
C 0.4522 -5.2553 1.8018 0.14 0.77 0.50 -0.13
C -0.0217 -4.9947 0.3748 0.16 0.90 -0.31 -0.14
N -0.4763 -3.6082 0.1688 -0.22 -0.09 0.52 -0.09
C -1.3327 -3.3684 -1.0071 0.73 0.07 0.50 -0.23
C -2.7602 -3.0588 -0.6121 -0.31 0.10 0.07 -0.08
C 0.1147 -2.5448 0.8924 -0.20 -0.91 -0.88 -0.13
C -0.1083 -1.2071 0.5796 -0.49 -0.14 -0.55 -0.12
N 0.4890 -0.1758 1.1487 0.08 -0.32 0.14 0.06
C 1.3401 -0.4714 2.1140 0.57 0.36 0.54 -0.12
C 1.6341 -1.7536 2.5688 0.32 -0.18 1.15 -0.13
C 1.0101 -2.8225 1.9252 0.34 -1.50 0.46 -0.09
H 4.7305 0.4842 4.4256 -0.08 0.00 0.07 0.07
H 5.0732 -1.1211 3.7826 0.01 -0.06 0.04 0.07
H 4.1206 0.0062 2.8408 -0.05 0.02 0.00 0.06
H 3.2389 -1.2680 5.4925 0.02 -0.10 -0.19 0.11
H 2.2823 -0.1243 4.6004 0.10 0.09 -0.04 0.11
H 3.5057 -3.4408 4.8001 -0.03 -0.06 -0.22 0.12
H 1.7658 -3.4086 5.0372 -0.11 -0.32 0.06 0.12
H 3.2907 -4.5847 2.6502 0.21 0.09 0.19 0.12
H 2.1697 -5.4118 3.7235 -0.03 0.24 0.09 0.12
H 1.0378 -6.1791 1.8577 -0.05 0.14 -0.21 0.12
H -0.3962 -5.3790 2.4837 -0.21 -0.09 -0.18 0.12
H 0.7893 -5.1823 -0.3367 0.21 -0.25 0.10 0.12
H -0.8402 -5.6702 0.1053 0.05 0.07 0.21 0.12
H -0.8909 -2.5596 -1.5984 -0.10 0.05 -0.01 0.11
H -1.2861 -4.2520 -1.6531 0.01 0.02 0.20 0.11
H -3.3966 -2.8511 -1.4747 0.08 -0.01 -0.05 0.07
H -3.1983 -3.8961 -0.0682 0.02 -0.05 -0.01 0.07
H -2.8036 -2.1942 0.0509 0.02 0.02 -0.02 0.07
H -0.8233 -0.9644 -0.1846 -0.25 0.07 -0.32 0.08
H 1.8337 0.3676 2.5686 0.16 0.29 0.17 0.09
```
Positions in Å, forces in eV/Å.

Properties
E (Eh): -1626.465870
Strongest force on any atom (eV/A): 3.84
Frontier orbital gap (eV): 5.61
Net charge: 0



no.,E_LUMO (Ha)
1,-0.0531
2,0.0752
3,-0.0611